No. 1
{
  "formula": "C3H2BrI",
  "method": "ωB97M-V/def2-TZVPD",
  "elements": ["H", "I", "H", "C", "C", "C", "Br"],
  "coordinates": [[0.62564, 0.40740, -1.39535], [3.14274, -0.30025, -0.05452], [-0.59483, 1.47066, 1.26451], [-0.95953, -0.45700, 0.05101], [-0.46565, 0.65606, 0.58671], [0.38744, 0.05961, -0.41198], [-2.13581, -1.83647, -0.04038]],
  "forces_ev_per_angstrom": [[0.380, 0.004, -0.188], [-1.850, -0.042, 0.057], [-0.033, 0.271, 0.190], [3.162, 0.609, -0.075], [0.134, -1.038, -0.672], [-1.655, 0.106, 0.632], [-0.139, 0.089, 0.056]],
  "lowdin_charge": [0.031, 0.031, 0.110, -0.706, -0.035, -0.266, 0.836]
}



No. 2
{
  "formula": "C23H26BrN4O2",
  "method": "ωB97M-V/def2-TZVPD",
  "charge": 1,
  "elements": ["H", "H", "Br", "H", "H", "C", "H", "H", "C", "H", "H", "H", "H", "C", "H", "C", "C", "H", "H", "C", "C", "H", "H", "C", "C", "H", "C", "C", "C", "C", "H", "C", "H", "H", "C", "H", "C", "N", "H", "H", "N", "H", "N", "C", "O", "N", "H", "H", "C", "C", "C", "C", "O", "C", "C", "H"],
  "coordinates": [[3.75548, 3.67300, -6.13641], [2.54705, 3.17073, -4.09040], [-3.17680, 1.09177, 7.32829], [-4.39571, -0.00489, 4.88198], [4.99800, 3.09513, -9.51942], [0.00368, -1.90135, -0.69616], [2.61945, -0.12068, -7.73773], [1.17299, -2.75166, 0.84697], [0.44321, -3.07066, 0.09755], [1.40355, -2.70240, -3.28071], [-0.87544, 1.15310, -3.52089], [1.00511, -5.11275, -0.23244], [2.06986, -1.06192, -3.11623], [-1.81104, -1.04937, 0.77917], [-2.59776, -0.31315, 0.60923], [-0.85966, -0.59165, 1.91332], [2.59356, 0.59213, -6.92970], [5.40203, 3.32472, -7.80109], [0.43836, 0.35244, 3.97290], [2.55592, 2.44210, -4.88886], [2.50118, -3.88956, -1.15819], [-3.52484, -0.69212, 2.70856], [2.78617, -1.78025, -0.73370], [-0.28827, -0.41811, -2.26163], [-1.46868, -0.21164, 3.18414], [3.91105, 4.04395, -8.47702], [-0.61755, 0.27935, 4.18441], [-0.08434, 0.39139, -3.49352], [4.58570, 3.18327, -8.51610], [-2.47851, 0.56256, 5.65167], [1.33301, 1.73327, -2.85728], [-1.11343, 0.66689, 5.40893], [3.71576, -2.38954, -2.09090], [-2.25176, -2.01518, 1.04020], [-2.83979, -0.31133, 3.44902], [-0.45530, 1.04757, 6.17393], [1.68794, -1.92498, -2.56512], [-1.05808, -1.13746, -0.43520], [-0.20165, -0.24897, -4.37239], [-0.42296, -3.45585, 0.64024], [1.25810, 0.94604, -3.49156], [3.14603, -4.10287, -0.30515], [-1.22772, -0.21628, -1.38826], [-3.33984, 0.07174, 4.67493], [3.89698, 1.97627, -8.28162], [0.50452, -1.46412, -1.86498], [2.78749, -4.56958, -1.96138], [0.43336, -4.29620, -1.67465], [2.74545, -2.44529, -1.59799], [1.04689, -4.17162, -0.78029], [1.91841, 0.31004, -5.76292], [3.26657, 1.80473, -7.09492], [0.33113, -0.57570, 1.69445], [3.24611, 2.72685, -6.05346], [1.88233, 1.23956, -4.72621], [1.42178, -0.64493, -5.66862]],
  "forces_ev_per_angstrom": [[0.061, 0.086, -0.048], [-0.012, 0.092, 0.080], [0.110, -0.083, -0.261], [-0.072, -0.007, 0.017], [-0.010, 0.058, 0.085], [-0.247, 0.017, 0.080], [0.002, -0.097, -0.109], [-0.122, 0.063, -0.006], [0.274, -0.321, 0.112], [-0.035, 0.072, 0.019], [0.060, -0.172, -0.058], [-0.092, -0.009, -0.052], [-0.143, -0.169, 0.126], [0.081, 0.095, 0.515], [0.033, -0.169, 0.007], [-0.139, -0.132, -0.443], [0.139, 0.203, -0.143], [-0.036, -0.004, -0.016], [0.076, 0.012, 0.002], [-0.183, -0.235, 0.096], [-0.109, 0.108, 0.000], [-0.115, -0.041, -0.105], [0.068, 0.086, 0.007], [-0.228, 0.049, 0.224], [-0.005, 0.236, 0.754], [0.021, -0.033, 0.011], [-0.120, -0.126, -0.285], [0.013, 0.152, -0.186], [0.127, 0.214, -0.046], [-0.075, -0.025, -0.026], [-0.060, -0.105, -0.070], [-0.158, 0.033, 0.153], [-0.002, 0.100, 0.025], [-0.032, 0.089, -0.060], [0.433, 0.002, -0.176], [0.043, 0.031, 0.058], [0.847, -0.359, -0.409], [0.779, -0.750, -0.501], [-0.052, 0.094, 0.102], [0.008, 0.092, -0.005], [-0.080, 0.228, 0.403], [0.038, -0.067, 0.003], [-0.341, 0.917, -0.589], [-0.072, 0.105, 0.316], [-0.157, -0.278, 0.045], [-0.665, 0.144, 0.554], [0.059, -0.032, 0.014], [-0.033, -0.076, -0.024], [-0.049, -0.199, -0.115], [0.098, -0.033, 0.087], [-0.020, 0.087, 0.078], [-0.097, -0.094, 0.140], [-0.102, 0.099, 0.110], [0.164, 0.012, -0.316], [0.168, 0.149, -0.184], [-0.038, -0.110, 0.008]],
  "lowdin_charge": [0.108, 0.113, 0.791, 0.108, 0.097, -0.148, 0.123, 0.135, -0.078, 0.146, 0.139, 0.122, 0.114, -0.023, 0.144, -0.308, 0.008, 0.097, 0.125, -0.023, -0.187, 0.113, 0.126, -0.208, -0.156, 0.098, 0.007, -0.102, -0.079, -0.662, 0.133, -0.097, 0.125, 0.146, -0.015, 0.110, -0.095, -0.052, 0.127, 0.132, -0.012, 0.120, 0.207, -0.105, -0.079, 0.099, 0.119, 0.119, -0.151, -0.170, -0.036, -0.281, 0.105, -0.011, -0.281, 0.102]
}



No. 3
{
  "formula": "C6H13NO",
  "method": "ωB97M-V/def2-TZVPD",
  "elements": ["H", "N", "H", "C", "H", "H", "C", "O", "H", "H", "H", "H", "H", "C", "H", "H", "C", "H", "C", "H", "C"],
  "coordinates": [[2.34084, -1.78083, 0.03631], [-1.65486, 0.40021, 1.28223], [1.35897, -0.40606, 0.75816], [-1.83239, -0.75551, 0.83308], [-2.88191, 1.94049, 2.40045], [0.55462, -1.85777, 0.06769], [1.43572, -0.30858, -1.23338], [-0.77166, 1.28423, 0.67892], [-0.11758, -1.59220, -2.19327], [-2.65860, 0.36570, 3.14219], [0.19872, 0.17430, -2.87310], [-2.45186, -1.29352, 1.57593], [-1.18656, 1.29773, 3.04395], [0.63165, -0.79607, -2.39287], [1.33680, -1.10484, -3.17879], [-0.34273, 0.84546, -0.06585], [1.98307, 0.88429, -1.33700], [2.80288, 1.36387, -0.73514], [1.43784, -1.19177, 0.00548], [1.90583, 1.45957, -2.33413], [-2.08878, 1.07129, 2.51914]],
  "forces_ev_per_angstrom": [[0.372, -0.100, 0.394], [-0.156, 1.087, 0.858], [0.384, -0.805, 0.869], [-0.250, -1.477, -0.206], [2.238, -1.388, -0.290], [0.507, 0.551, -0.177], [-1.073, -1.209, 0.261], [0.061, 1.203, 0.031], [0.464, 0.800, -0.077], [0.382, -0.146, -0.446], [0.040, -1.974, 0.702], [-0.105, 0.219, -0.380], [0.315, 0.857, 0.394], [-0.593, 1.608, -1.784], [-0.238, -0.461, 0.204], [-0.107, -0.530, -0.247], [2.106, 2.363, -1.521], [-1.292, -0.829, 0.103], [-0.411, 0.977, -0.494], [-0.203, -1.021, 1.553], [-2.442, 0.276, 0.254]],
  "lowdin_charge": [0.073, -0.335, 0.068, 0.038, 0.134, 0.059, -0.477, -0.024, 0.081, 0.081, 0.105, 0.029, 0.076, -0.092, 0.077, 0.057, -0.016, 0.078, -0.071, 0.089, -0.030]
}



No. 4
{
  "formula": "C48H47BiF5N7O6S3Se2",
  "method": "ωB97M-V/def2-TZVPD",
  "charge": -2,
  "elements": ["H", "C", "C", "C", "H", "H", "H", "H", "Bi", "C", "C", "S", "C", "C", "H", "C", "H", "C", "F", "N", "C", "C", "C", "H", "C", "C", "C", "C", "Se", "C", "N", "H", "H", "C", "C", "C", "C", "H", "C", "S", "O", "F", "C", "C", "C", "H", "H", "H", "N", "H", "C", "S", "H", "H", "H", "H", "H", "H", "H", "H", "H", "C", "H", "F", "H", "F", "H", "H", "H", "C", "C", "O", "C", "N", "C", "C", "H", "H", "H", "C", "H", "C", "C", "H", "C", "N", "O", "C", "H", "C", "H", "H", "H", "H", "F", "H", "H", "C", "H", "H", "H", "C", "C", "H", "H", "N", "C", "C", "O", "C", "O", "C", "C", "O", "C", "H", "C", "Se", "N"],
  "coordinates": [[9.02139, 4.84163, -6.12487], [5.24079, 2.76511, -5.15814], [-5.37405, 1.30082, -1.65778], [-1.13178, 6.69024, -0.25629], [3.06007, 1.58367, -0.06571], [-6.63104, -1.99711, 0.71194], [6.07645, -3.36934, -0.94190], [9.06900, 3.88342, -4.65653], [-0.06620, -0.57618, -0.60110], [-1.41361, -4.00611, -5.03292], [0.64068, -1.91609, 4.93668], [-2.77989, -0.11751, 1.07192], [3.55093, -1.11198, 1.84502], [-0.09584, 5.76613, -0.28064], [2.15619, 3.27430, -3.85718], [-6.25190, 2.35230, -0.98606], [-7.05238, 1.89114, -0.40515], [0.48686, 1.80121, 1.89942], [-0.51438, -3.58208, 1.38808], [3.04621, -1.19764, 0.55939], [-5.21910, -0.90738, -0.50736], [2.89363, 4.33909, 6.04138], [7.17015, 4.72912, -5.04935], [-7.16352, -0.35972, 0.30543], [-2.72606, 4.89564, -0.41995], [0.79793, 2.90447, 2.68663], [5.19161, 2.99467, 5.57578], [1.98919, 3.56252, 2.45159], [-1.83297, -0.31834, -2.74896], [5.49714, 1.50735, -4.62315], [3.89575, -1.93160, -1.49617], [9.02033, 5.66533, -4.52885], [-3.74440, 4.53262, -0.46495], [2.36675, 0.88457, -2.70243], [-0.11606, -2.96181, 2.54678], [4.03426, 3.40143, -4.88766], [-2.85000, 2.63718, 2.78168], [3.83820, 4.37770, -5.30882], [-0.70182, -3.64893, -2.71398], [2.41858, 5.00648, 3.41404], [-1.74972, -3.54371, -6.33871], [1.00524, -1.39969, 6.13708], [0.25898, -2.19534, -4.60680], [-0.97184, -2.91106, -4.04585], [4.51461, 3.53696, 4.49683], [-3.26006, 6.96949, -0.31598], [-5.64488, 2.96167, -0.31846], [6.10967, 2.44028, 5.41398], [4.98256, -2.38936, 0.54625], [5.69583, -1.22337, 2.15928], [0.38401, -3.81447, 3.51828], [6.46975, 3.51041, -6.20620], [-1.57936, -3.56553, -2.07262], [6.43619, 1.01461, -4.84221], [-4.38499, -1.54950, -0.22967], [4.81952, -2.69859, 2.64372], [3.32722, 3.84159, 8.08223], [0.00874, -1.70999, -5.55683], [6.89722, -1.95885, -0.24997], [0.93340, 6.10000, -0.21953], [-4.62667, 1.78455, -2.28675], [-1.95327, 2.48261, -0.51000], [-0.61770, -4.75523, -5.09736], [1.25869, -4.07551, 5.71222], [-0.98324, -3.06383, -6.66949], [0.49506, -5.15566, 3.33298], [-0.55095, -4.71342, -2.90549], [-6.70488, 3.00202, -1.73963], [6.74338, -3.46550, 0.67758], [8.67304, 4.80188, -5.09145], [2.44295, 1.98891, 0.72858], [1.34146, -3.08426, -4.86360], [4.87533, -1.90058, 1.90206], [4.79153, 3.11093, 6.84131], [0.77287, -3.27624, 4.73071], [2.83084, 3.10967, 1.44318], [0.56008, -1.39987, -3.92295], [4.89224, 3.41152, 3.49170], [4.25506, -2.77412, -1.91414], [0.13720, -1.13636, 3.90838], [-5.88510, -0.60594, 1.51248], [-0.24415, -1.60304, 2.67644], [3.09711, 2.78716, -4.07609], [4.74629, -0.08889, -3.40005], [-3.57237, 0.85199, -0.08450], [1.29694, 1.35655, 0.94728], [-3.87082, 2.60466, 3.26255], [3.94232, -1.84013, -0.15235], [0.11542, 3.23113, 3.45737], [1.53870, 0.36191, -1.98316], [1.96660, 4.84713, 6.26896], [-5.60904, -1.25933, -1.46655], [-2.38927, -1.50707, -4.84974], [-0.91456, 7.74923, -0.17944], [0.03359, 0.20084, 4.22126], [1.67052, -3.31023, -3.97551], [-2.31384, -4.49116, -4.64762], [3.33835, 1.51935, -3.53321], [-2.98825, -2.45283, -3.49484], [3.75758, 3.61989, 1.21614], [0.41823, 3.67496, -0.41779], [-2.44820, 6.25155, -0.33119], [3.65669, 3.77009, 7.05102], [-0.43867, 1.25490, 2.04245], [3.01743, -1.61469, -1.90068], [-4.69061, 0.42713, -0.71655], [-0.37490, 4.41117, -0.38283], [-2.11666, -1.91574, -3.87532], [3.09194, -0.52097, 2.78843], [6.23497, -2.80472, -0.02434], [6.48760, 5.39955, -4.33102], [-1.69142, 3.96650, -0.44275], [4.55434, 0.88931, -3.82191], [-0.95159, 1.76178, -0.72155], [3.33451, 4.23099, 4.73072], [-5.98199, 0.66329, -2.30388], [-6.29517, -0.96744, 0.56921], [0.85933, -3.11956, -1.64990], [-3.21564, 2.12553, -0.36747]],
  "forces_ev_per_angstrom": [[0.002, 0.016, 0.004], [-0.086, 0.149, -0.116], [0.031, -0.030, -0.101], [-0.001, 0.009, 0.003], [0.002, 0.006, -0.008], [-0.002, -0.008, 0.002], [0.000, 0.003, -0.002], [0.009, 0.013, 0.020], [-0.104, -0.024, -0.057], [0.000, -0.008, 0.035], [-0.005, 0.014, -0.011], [-0.009, 0.023, -0.033], [0.018, -0.109, 0.097], [0.006, 0.005, -0.006], [-0.001, 0.005, 0.005], [-0.003, -0.001, -0.009], [0.000, -0.006, 0.005], [0.048, -0.020, 0.052], [0.001, -0.022, -0.005], [0.043, 0.232, -0.165], [0.039, -0.039, -0.048], [0.023, 0.049, 0.006], [-0.162, 0.006, -0.126], [-0.004, 0.007, -0.001], [-0.002, -0.011, 0.048], [-0.014, -0.029, -0.004], [-0.002, 0.001, -0.019], [0.046, 0.063, -0.013], [0.073, -0.028, -0.048], [0.004, -0.013, -0.006], [0.046, 0.021, -0.058], [0.002, 0.018, -0.020], [-0.002, 0.001, -0.008], [0.036, -0.004, 0.006], [-0.054, 0.052, -0.006], [0.011, -0.012, -0.001], [-0.029, 0.044, 0.055], [-0.005, 0.012, 0.002], [-0.010, -0.019, -0.023], [-0.034, -0.036, 0.041], [-0.008, 0.051, -0.016], [0.000, -0.008, -0.008], [-0.025, 0.017, 0.016], [-0.010, 0.007, 0.013], [-0.026, -0.030, 0.004], [-0.002, 0.001, 0.002], [0.000, 0.000, 0.005], [0.000, -0.004, 0.000], [-0.038, -0.141, -0.007], [0.004, -0.007, -0.001], [-0.001, -0.006, -0.021], [0.174, -0.091, 0.209], [0.006, -0.005, 0.001], [0.004, 0.001, 0.004], [-0.010, 0.004, -0.010], [-0.010, -0.003, -0.004], [0.003, 0.001, 0.005], [0.001, 0.003, -0.001], [-0.002, 0.001, 0.001], [0.002, 0.000, 0.001], [0.002, 0.002, 0.014], [-0.058, -0.044, 0.117], [0.004, 0.009, 0.002], [-0.009, 0.014, -0.022], [-0.002, -0.036, -0.008], [0.005, 0.008, 0.010], [0.023, 0.007, -0.001], [-0.004, 0.005, -0.001], [-0.002, 0.003, 0.004], [0.007, 0.013, -0.106], [0.008, -0.011, -0.045], [0.018, -0.025, -0.026], [-0.028, 0.039, 0.014], [0.011, -0.006, 0.026], [0.004, -0.008, 0.021], [0.010, -0.004, -0.007], [-0.008, -0.007, -0.008], [-0.003, -0.016, -0.005], [-0.024, -0.008, 0.007], [0.009, -0.075, -0.027], [0.005, 0.003, 0.004], [0.138, -0.053, 0.090], [-0.020, -0.001, -0.010], [0.003, 0.011, -0.001], [0.039, -0.081, -0.013], [-0.089, 0.013, 0.041], [0.039, -0.009, -0.064], [-0.030, -0.034, 0.142], [-0.013, 0.003, 0.017], [-0.157, -0.065, 0.058], [-0.008, -0.004, -0.002], [-0.017, 0.004, 0.005], [-0.004, 0.002, 0.004], [-0.001, 0.005, 0.003], [-0.010, 0.030, 0.013], [0.012, 0.005, 0.020], [0.002, -0.006, -0.004], [0.010, 0.018, -0.017], [0.010, 0.007, 0.034], [0.002, 0.004, -0.006], [-0.002, -0.006, 0.007], [0.004, 0.007, 0.001], [-0.009, 0.012, -0.004], [0.004, 0.022, -0.025], [-0.020, 0.004, 0.004], [-0.131, 0.094, 0.134], [0.006, 0.003, -0.015], [-0.002, 0.017, 0.001], [0.029, 0.026, -0.021], [0.032, 0.045, -0.018], [0.060, -0.101, 0.132], [0.016, 0.028, -0.054], [0.005, -0.019, 0.010], [0.064, 0.012, -0.135], [-0.007, -0.002, -0.017], [0.005, 0.001, -0.001], [0.003, -0.011, 0.007], [0.025, 0.024, 0.031], [0.070, 0.008, 0.009]],
  "lowdin_charge": [0.071, -0.557, -0.223, -0.113, 0.094, 0.067, 0.075, 0.082, 1.297, -0.230, -0.173, 0.581, -0.461, -0.085, 0.121, -0.083, 0.055, -0.148, -0.033, 0.180, -0.271, -0.088, -0.729, 0.054, -0.035, -0.060, -0.149, -0.522, 0.572, -0.111, 0.169, 0.079, 0.095, -0.138, -0.289, -0.095, -0.005, 0.105, -0.528, 0.963, -0.067, 0.060, -0.277, -0.579, -0.072, 0.090, 0.053, 0.101, -0.110, 0.127, -0.168, 0.959, 0.059, 0.095, 0.065, 0.129, 0.099, 0.122, 0.089, 0.097, 0.104, -0.502, 0.115, 0.060, 0.071, 0.055, 0.047, 0.065, 0.086, -0.084, -0.148, -0.110, -0.052, 0.047, -0.164, -0.088, 0.054, 0.099, 0.094, -0.279, 0.064, -0.025, -0.015, 0.098, -0.809, 0.016, 0.028, -0.430, 0.101, -0.256, 0.098, 0.110, 0.050, 0.089, 0.010, -0.006, 0.126, -0.238, 0.055, 0.097, 0.103, -0.102, -0.159, 0.049, -0.001, -0.142, -0.018, -0.536, 0.080, -0.057, 0.043, -0.122, -0.029, -0.263, -0.515, 0.110, -0.086, 0.518, 0.086]
}



no.,E (Ha)
1,-2987.07639
2,-3835.35404
3,-366.21731
4,-9403.43824